(1)
DFT (the ωB97M-V functional and the def2-TZVPD basis) results for a molecular structure, C26H53N2O11S2 at a distorted geometry.

Properties
Total charge = -1
Spin multiplicity = 1
ΔE to the lowest compared entry with this formula, charge and spin = 13.0 kcal/mol

Structure (XYZ):
```
94
C26H53N2O11S2, DFT the ωB97M-V functional and the def2-TZVPD basis
C 3.49790 -1.31149 2.08433
C 2.12449 -1.55990 2.74481
O 1.90862 -2.95381 2.90302
C 0.94613 -3.46405 2.02295
S 1.55256 -4.91114 1.08291
O 2.89136 -4.57579 0.66284
O 0.60222 -5.05417 0.00680
N 1.42141 -6.12270 2.16333
S 2.06652 -7.51225 1.63989
O 1.08097 -8.54712 1.74384
O 2.56615 -7.46687 0.29575
N 3.37155 -7.81645 2.72060
C 4.48768 -8.50896 2.05410
C 2.97233 -8.41086 3.92883
C 3.97259 -9.31725 4.68307
O 1.93375 -8.23092 4.43201
H 4.14524 -2.17192 2.28262
H 4.01709 -0.44989 2.53261
H 3.40363 -1.15402 1.00574
H 2.17105 -1.12378 3.75738
H 1.31051 -1.03777 2.22668
H 0.61605 -2.75925 1.25051
H 0.05025 -3.80979 2.56316
H 4.34001 -9.59616 2.02135
H 5.38312 -8.33051 2.66698
H 4.70824 -8.10622 1.06736
H 4.86325 -8.71266 4.89877
H 3.49367 -9.62345 5.61330
H 4.21699 -10.23060 4.13144
C 0.33324 0.20541 -2.63780
C 1.40464 1.27704 -2.51616
C 1.79891 1.15741 -1.05123
O 1.60347 -0.20786 -0.68136
C 0.86614 -0.87772 -1.71732
H 0.17552 -0.14181 -3.65650
H -0.61552 0.58423 -2.25574
H 2.25586 1.02570 -3.15603
H 1.06133 2.27647 -2.78397
H 1.15299 1.77586 -0.41523
H 2.83853 1.43990 -0.86939
H 1.55516 -1.54687 -2.24251
H 0.07297 -1.47850 -1.27238
C -2.36853 2.34907 -6.54941
C -1.28924 3.41508 -6.42336
C -0.89490 3.28103 -4.96180
O -1.09572 1.91221 -4.60129
C -1.83615 1.25597 -5.63416
H -2.53172 2.00639 -7.57101
H -3.31611 2.73236 -6.16207
H -0.44057 3.16392 -7.06545
H -1.62706 4.41778 -6.68367
H -1.53555 3.89390 -4.31857
H 0.14619 3.55640 -4.78117
H -1.15257 0.58751 -6.16967
H -2.62994 0.65487 -5.18815
C -4.30693 -1.41616 0.32614
C -4.94861 -0.86918 -0.94067
C -3.84495 0.02292 -1.48934
O -2.60588 -0.56151 -1.08399
C -2.85815 -1.57947 -0.10477
H -4.75150 -2.34567 0.67937
H -4.37909 -0.67645 1.12837
H -5.15030 -1.68698 -1.63728
H -5.88149 -0.33278 -0.76633
H -3.90010 1.03204 -1.06385
H -3.87068 0.10403 -2.57773
H -2.69062 -2.55242 -0.57642
H -2.15669 -1.47126 0.72315
C -3.55444 5.57241 0.02214
C -2.04358 5.41836 -0.07366
C -1.88112 4.80513 -1.45301
O -2.96491 5.29679 -2.25538
C -3.92312 5.93803 -1.40821
H -3.87526 6.31908 0.74813
H -4.00893 4.61562 0.29265
H -1.56714 6.40195 -0.04220
H -1.61122 4.80778 0.71628
H -1.95873 3.71329 -1.41318
H -0.93109 5.06801 -1.92123
H -3.85135 7.01943 -1.57248
H -4.92794 5.61159 -1.68189
C 1.36344 4.33914 4.40064
C 1.95890 5.65785 3.93001
C 1.29435 5.83316 2.57353
O 0.00945 5.20765 2.66123
C -0.05531 4.42880 3.86224
H 1.39974 4.20010 5.48045
H 1.89022 3.50481 3.93130
H 1.65524 6.46415 4.60319
H 3.04680 5.65424 3.87283
H 1.86304 5.33002 1.78434
H 1.17070 6.88174 2.29748
H -0.71562 4.94692 4.56658
H -0.48384 3.45083 3.64004
```

Atom charges from the Löwdin analysis, given in e for atoms 1 to 5: number 1, C, carries -0.067; number 2, C, carries -0.266; number 3, O, carries -0.160; number 4, C, carries -0.272; number 5, S, carries 0.516

***

(2)
DFT (the ωB97M-V functional and the def2-TZVPD basis) results for a molecular structure, C26H53N2RuSSbSi5.

Properties
Total charge = +2
Spin multiplicity = 1
ΔE to the lowest compared entry with this formula, charge and spin = 0.0 kcal/mol

Structure (XYZ):
```
89
C26H53N2RuSSbSi5, DFT the ωB97M-V functional and the def2-TZVPD basis
Ru -0.87613 0.58536 -0.26286
S -2.38410 1.24080 1.12449
C -1.30341 2.60939 1.43208
C -1.53032 3.76669 2.13767
C -0.52917 4.73560 2.10539
C 0.62383 4.50296 1.37569
C 0.76657 3.29693 0.70522
N -0.17538 2.35843 0.74521
H -2.45904 3.91911 2.66991
H -0.65987 5.66753 2.63946
H 1.41697 5.23518 1.32624
H 1.66735 3.07048 0.15061
C 2.12240 0.58134 -2.11339
Si 0.56720 0.07712 -3.02773
C 0.27005 -1.76798 -2.99291
C 0.67197 0.59958 -4.81192
C -0.98870 0.94583 -2.24414
C -2.12389 -0.01818 -2.36839
C -3.07345 -0.20904 -3.35252
C -4.01473 -1.21296 -3.16621
C -3.99913 -1.96470 -2.00261
C -3.04296 -1.68805 -1.04219
N -2.11787 -0.74901 -1.23452
Si -1.29407 2.78060 -2.80136
C -2.63193 3.56875 -1.75880
C 0.32498 3.71067 -2.66318
C -1.92832 2.92088 -4.55396
H 2.97915 0.02479 -2.49942
H 2.06473 0.39497 -1.03585
H 2.33652 1.63917 -2.26464
H 1.12078 -2.27460 -3.45250
H -0.60943 -2.01993 -3.59050
H 0.13109 -2.18769 -1.99578
H 1.42403 -0.01841 -5.31012
H 0.97696 1.64159 -4.92909
H -0.27274 0.45052 -5.33849
H -3.06606 0.39508 -4.24755
H -4.75908 -1.40565 -3.92784
H -4.72062 -2.75033 -1.83092
H -3.00760 -2.23203 -0.11429
H -2.52314 3.43733 -0.68444
H -3.61236 3.17777 -2.04368
H -2.64890 4.64294 -1.95948
H 0.98392 3.30690 -1.89988
H 0.14163 4.76030 -2.42491
H 0.86578 3.68457 -3.61283
H -2.87636 2.41027 -4.72407
H -1.21627 2.59320 -5.31093
H -2.11727 3.98502 -4.72444
C 2.97240 -3.52070 1.87482
Si 2.84640 -2.15722 0.61452
C 4.14138 -0.83904 0.81989
C 2.86033 -2.90809 -1.08062
Sb 0.57150 -1.02292 1.31241
Si 1.22933 0.14814 3.56526
C 2.18177 1.72639 3.32851
C 2.31555 -1.06383 4.47527
C -0.37517 0.44978 4.46115
Si -0.99515 -2.96651 2.07721
C -1.01844 -4.16672 0.64754
C -2.64523 -2.23369 2.55581
C -0.27085 -3.73999 3.60697
H 3.95976 -3.97795 1.75078
H 2.23170 -4.29991 1.69202
H 2.88731 -3.19123 2.90814
H 5.12188 -1.29334 0.64702
H 4.14978 -0.42460 1.82875
H 4.02650 -0.02129 0.10780
H 3.80398 -3.45867 -1.15930
H 2.83819 -2.17593 -1.88328
H 2.05288 -3.62498 -1.23086
H 3.09896 1.58580 2.75426
H 2.47111 2.07560 4.32496
H 1.59670 2.51584 2.86843
H 3.29680 -1.16439 4.00953
H 1.88804 -2.05592 4.60817
H 2.47589 -0.64366 5.47364
H -0.95701 1.24391 3.98959
H -0.16230 0.75841 5.48816
H -0.99604 -0.44593 4.50969
H -1.40617 -3.73471 -0.27394
H -1.63129 -5.03702 0.89759
H -0.00957 -4.52881 0.43631
H -3.15191 -1.63152 1.80657
H -2.52468 -1.60085 3.43778
H -3.31357 -3.05246 2.83966
H 0.65668 -4.27958 3.43100
H -1.00508 -4.45625 3.98904
H -0.10597 -3.00523 4.39615
```

Atom charges from the Löwdin analysis, given in e for atoms 1 to 5: number 1, Ru, carries 0.701; number 2, S, carries 0.744; number 3, C, carries -0.699; number 4, C, carries -0.041; number 5, C, carries -0.007

***

(3)
DFT (the ωB97M-V functional and the def2-TZVPD basis) results for 4 unconnected molecules or ions with the total composition C26H54BFN2O8PS at a distorted geometry.

Properties
Total charge = +1
Spin multiplicity = 1
ΔE to the lowest compared entry with this formula, charge and spin = 0.0 kcal/mol

Structure (XYZ):
```
94
C26H54BFN2O8PS, DFT the ωB97M-V functional and the def2-TZVPD basis
C -5.10154 2.62268 -3.26346
C -3.91366 1.78197 -3.70917
O -2.64294 2.37370 -3.34767
P -2.14844 2.17258 -1.85370
O -3.09975 2.59966 -0.81578
C -1.73768 0.43141 -1.61484
C -0.43422 -0.00584 -2.30435
C -0.00110 -1.44817 -1.93583
C 1.39562 -1.72365 -1.37548
C 1.80820 -1.41883 0.08521
C 0.98953 -1.90829 1.28731
C -0.04135 -3.01054 1.00543
C -0.39915 -3.73673 2.30711
C 0.72277 -4.63809 2.85922
C 1.34153 -4.01848 4.13275
O 0.64763 -4.33754 5.31429
C 1.13125 -5.52364 5.93029
C 2.34143 0.03088 0.10948
S 1.06202 1.26264 0.53956
C 3.45830 0.26795 1.12064
C 4.02365 1.54291 1.23369
C 5.01624 1.73394 2.19170
C 5.38654 0.65279 2.98965
C 4.76168 -0.57248 2.77068
N 3.81127 -0.77733 1.85537
N 2.80515 0.21286 -1.31494
C 2.51504 -1.02231 -2.12687
F 3.70956 -1.73811 -1.98385
B 2.41085 -0.77911 -3.70393
C 2.06119 -1.88926 -4.74209
O 2.64009 0.50727 -4.07084
O -0.78662 2.97574 -1.81448
C -0.90556 4.38654 -1.44796
C -0.74404 4.63236 0.03606
H -4.80968 3.66370 -3.20552
H -5.41500 2.30070 -2.27621
H -5.91983 2.49835 -3.96410
H -3.99380 0.75005 -3.37632
H -3.90897 1.75063 -4.79454
H -1.76129 0.18340 -0.55980
H -2.53013 -0.13969 -2.09327
H 0.34272 0.74313 -2.18156
H -0.65976 0.00289 -3.37076
H -0.04010 -2.00652 -2.86814
H -0.76317 -1.88279 -1.30093
H 1.59621 -2.77585 -1.57485
H 2.73226 -1.99235 0.18117
H 1.71174 -2.31616 1.98542
H 0.49287 -1.10755 1.82858
H 0.31111 -3.70919 0.24998
H -0.96302 -2.52750 0.68208
H -1.32981 -4.27557 2.14914
H -0.63165 -2.96843 3.04479
H 1.52346 -4.78826 2.13751
H 0.26185 -5.57862 3.14889
H 2.39489 -4.30777 4.21058
H 1.31097 -2.93363 4.04983
H 0.52306 -5.69078 6.81356
H 0.99978 -6.37321 5.26157
H 2.17437 -5.42752 6.23326
H -0.02608 0.48908 0.60684
H 3.68283 2.35190 0.60410
H 5.45323 2.71241 2.31585
H 6.13910 0.76709 3.75086
H 5.04380 -1.41935 3.37834
H 2.43584 1.06364 -1.75566
H 3.81791 0.36158 -1.36577
H 2.43103 -1.62557 -5.73100
H 0.97854 -1.97633 -4.83748
H 2.45635 -2.86783 -4.48247
H 2.47421 0.63808 -5.00998
H -1.85816 4.76874 -1.79643
H -0.10039 4.88029 -1.97870
H -0.13675 3.87041 0.51881
H -0.21662 5.57241 0.15145
H -1.68802 4.70030 0.55754
C 1.22479 -8.59633 2.65437
O 0.68701 -7.71543 3.64172
H 2.15375 -8.15927 2.29759
H 1.43524 -9.57919 3.07998
H 0.53698 -8.70794 1.81279
H -0.13257 -8.10859 3.95772
C -7.56129 5.53775 -1.76673
O -7.51195 5.65296 -3.18605
H -8.07926 4.61325 -1.52700
H -6.55211 5.49791 -1.34691
H -8.10737 6.37335 -1.32173
H -7.05639 6.47044 -3.40074
C -0.95762 8.43198 1.03593
O -1.86497 7.43409 0.57358
H 0.03513 7.98807 1.05737
H -0.94425 9.29434 0.36528
H -1.21708 8.76301 2.04394
H -2.74233 7.82559 0.55576
```

Atom charges from the Löwdin analysis, given in e for atoms 1 to 5: number 1, C, carries -0.069; number 2, C, carries -0.253; number 3, O, carries -0.190; number 4, P, carries 0.451; number 5, O, carries -0.243

***

Which gap between HOMO and LUMO belongs to each record? In order, 7.097, 6.913, 8.743 eV.
Which M belongs to each record? In order, 633.8, 789.1, 615.6 g mol⁻¹.
Which E_HOMO belongs to each record? In order, -5.12, -14.13, -11.05 eV.